Record 1
A structure of composition C17H18BrIrN2O6Si, computed with ωB97M-V/def2-TZVPD.

Geometry (Å):
Ir1 0.61 0.29 -0.37
O1 -0.71 2.98 -3.23
C1 -0.47 2.10 -2.28
O2 0.67 1.67 -2.08
C2 -1.60 1.68 -1.43
C3 -2.82 2.27 -1.33
C4 -3.64 1.88 -0.20
C5 -3.29 0.86 0.61
C6 -2.13 -0.03 0.26
N1 -1.20 0.73 -0.55
C7 -1.35 -0.53 1.50
O3 -1.96 -0.85 2.49
O4 -0.04 -0.55 1.37
H1 0.12 3.17 -3.68
H2 -3.12 3.07 -2.00
H3 -4.52 2.46 0.02
H4 -3.88 0.60 1.47
Br1 2.29 2.69 1.44
C8 3.26 1.14 0.98
C9 4.57 0.98 1.40
C10 5.24 -0.18 1.05
C11 4.58 -1.14 0.29
C12 3.28 -0.90 -0.08
N2 2.63 0.22 0.26
C13 2.50 -1.87 -0.93
O5 2.98 -2.91 -1.30
O6 1.30 -1.44 -1.20
H5 5.03 1.76 1.99
H6 6.26 -0.32 1.37
H7 5.05 -2.06 -0.02
C14 -3.01 -3.71 1.40
Si1 -3.82 -2.55 0.18
C15 -4.36 -3.52 -1.33
C16 -5.33 -1.76 0.95
C17 -2.59 -1.28 -0.52
H8 -3.73 -4.46 1.74
H9 -2.62 -3.18 2.26
H10 -2.18 -4.25 0.93
H11 -5.06 -4.31 -1.05
H12 -3.50 -4.00 -1.82
H13 -4.85 -2.88 -2.06
H14 -6.12 -2.50 1.04
H15 -5.72 -0.93 0.35
H16 -5.12 -1.38 1.96
H17 -3.02 -0.92 -1.46
H18 -1.70 -1.85 -0.80

Computed properties:
Lowest unoccupied orbital energy ... -0.0363 hartree
HOMO ... -7.9 eV
ΔE to the lowest compared entry with this formula, charge and spin ... 138.4 kJ/mol
Gap between HOMO and LUMO ... 6.9 eV

Now the natural (NBO) charges, all in e:
1. Ir 1.265
2. O -0.629
3. C 0.797
4. O -0.611
5. C 0.018
6. C -0.184
7. C -0.269
8. C -0.098
9. C -0.050
10. N -0.557
11. C 0.795
12. O -0.623
13. O -0.690
14. H 0.508
15. H 0.233
16. H 0.224
17. H 0.241
18. Br 0.115
19. C 0.164
20. C -0.260
21. C -0.136
22. C -0.202
23. C 0.119
24. N -0.466
25. C 0.738
26. O -0.590
27. O -0.651
28. H 0.244
29. H 0.231
30. H 0.260
31. C -1.127
32. Si 1.651
33. C -1.110
34. C -1.122
35. C -0.871
36. H 0.234
37. H 0.266
38. H 0.238
39. H 0.235
40. H 0.238
41. H 0.231
42. H 0.238
43. H 0.234
44. H 0.244
45. H 0.232
46. H 0.253

---

Record 2
An isolated molecule of C21H24N4O3S, computed with ωB97M-V/def2-TZVPD.

Geometry (Å):
C1 -8.40 -0.78 1.72
C2 -7.34 -0.74 0.69
C3 -7.40 -1.22 -0.64
C4 -6.17 -0.97 -1.19
C5 -5.71 -1.20 -2.58
N1 -5.43 -0.38 -0.20
C6 -4.12 0.10 -0.22
C7 -3.11 -0.49 -0.98
C8 -1.83 0.02 -0.95
C9 -1.52 1.12 -0.15
C10 -0.17 1.74 -0.10
O1 0.00 2.92 0.09
N2 0.86 0.84 -0.27
C11 2.23 1.08 -0.33
C12 2.78 2.36 -0.31
C13 4.15 2.51 -0.40
C14 5.02 1.43 -0.50
C15 6.49 1.67 -0.62
C16 4.45 0.16 -0.51
S1 5.36 -1.40 -0.52
O2 6.64 -1.27 -1.16
O3 4.47 -2.41 -1.00
N3 5.65 -1.74 1.09
C17 4.48 -2.05 1.87
C18 6.61 -0.89 1.74
C19 3.08 -0.01 -0.43
C20 -2.53 1.71 0.61
C21 -3.81 1.20 0.59
N4 -6.15 -0.24 0.93
H1 -8.71 -1.80 1.91
H2 -9.27 -0.21 1.38
H3 -8.03 -0.34 2.64
H4 -8.25 -1.66 -1.13
H5 -6.58 -1.24 -3.24
H6 -5.17 -2.14 -2.68
H7 -5.06 -0.39 -2.92
H8 -3.32 -1.36 -1.58
H9 -1.08 -0.44 -1.57
H10 0.60 -0.14 -0.35
H11 2.14 3.22 -0.22
H12 4.57 3.51 -0.40
H13 6.67 2.50 -1.30
H14 6.91 1.94 0.35
H15 7.00 0.79 -1.00
H16 4.77 -2.60 2.76
H17 3.85 -2.69 1.25
H18 3.92 -1.15 2.16
H19 7.41 -0.70 1.04
H20 6.17 0.07 2.06
H21 7.01 -1.40 2.62
H22 2.69 -1.02 -0.47
H23 -2.29 2.57 1.21
H24 -4.60 1.63 1.19

Computed properties:
Lowest unoccupied orbital energy ... 0.0091 hartree
HOMO ... -8.6 eV
ΔE to the lowest compared entry with this formula, charge and spin ... 146.5 kJ/mol
Gap between HOMO and LUMO ... 8.8 eV
SMILES string ... Cc1cc(C)n(-c2ccc(C(=O)Nc3ccc(C)c(S(=O)(=O)N(C)C)c3)cc2)n1

Now the natural (NBO) charges, all in e:
1. C -0.638
2. C 0.161
3. C -0.337
4. C 0.179
5. C -0.649
6. N -0.211
7. C 0.242
8. C -0.261
9. C -0.179
10. C -0.161
11. C 0.673
12. O -0.599
13. N -0.619
14. C 0.224
15. C -0.239
16. C -0.179
17. C -0.014
18. C -0.654
19. C -0.329
20. S 2.324
21. O -0.938
22. O -0.945
23. N -0.655
24. C -0.429
25. C -0.428
26. C -0.245
27. C -0.144
28. C -0.233
29. N -0.285
30. H 0.221
31. H 0.221
32. H 0.232
33. H 0.223
34. H 0.235
35. H 0.222
36. H 0.230
37. H 0.222
38. H 0.212
39. H 0.402
40. H 0.261
41. H 0.216
42. H 0.223
43. H 0.218
44. H 0.259
45. H 0.210
46. H 0.235
47. H 0.182
48. H 0.236
49. H 0.179
50. H 0.211
51. H 0.237
52. H 0.237
53. H 0.246

---

Record 3
A cluster of 2 separate species, CHF2P in total, computed with ωB97M-V/def2-TZVPD.

Geometry (Å):
C1 0.32 -1.55 -0.55
F1 1.17 -2.49 -0.23
F2 -0.77 -1.83 0.11
P1 -0.29 2.75 -0.34
H1 -0.43 3.13 1.00

Computed properties:
Lowest unoccupied orbital energy (alpha / beta) ... -0.0529 / -0.0517 hartree
HOMO (alpha / beta) ... -8.8 / -8.8 eV
ΔE to the lowest compared entry with this formula, charge and spin ... 341.4 kJ/mol
Gap between HOMO and LUMO (alpha / beta) ... 7.4 / 7.4 eV

Now the natural (NBO) charges, all in e:
1. C 0.655
2. F -0.327
3. F -0.328
4. P 0.116
5. H -0.117

---

Record 4
A structure of composition C29H57BiCl3N2O3PSi, computed with ωB97M-V/def2-TZVPD.

Geometry (Å):
C1 -1.91 -2.45 -5.44
C2 -1.32 -3.00 -4.18
H1 -2.10 -3.22 -6.20
H2 -1.23 -1.71 -5.88
H3 -2.85 -1.93 -5.18
C3 -0.84 -4.24 -4.07
C4 -0.78 -5.23 -5.19
H4 -0.47 -4.62 -3.11
H5 -0.09 -4.93 -5.99
H6 -1.76 -5.42 -5.64
H7 -0.39 -6.18 -4.80
Bi1 0.37 2.00 0.82
Cl1 -2.15 2.36 0.70
Cl2 1.88 3.65 -0.49
H8 1.40 6.44 3.29
H9 -1.82 7.54 1.85
C5 1.25 6.71 2.24
C6 -0.97 7.32 1.19
N1 -0.10 6.33 1.82
H10 2.00 6.21 1.61
C7 -0.54 5.08 2.00
O1 0.17 4.12 2.40
H11 -1.36 6.95 0.23
H12 -1.60 4.94 1.76
H13 1.32 7.79 2.10
H14 -0.39 8.23 1.04
H15 2.31 -0.05 -3.30
H16 2.56 -2.92 -3.15
C8 3.17 -0.07 -2.61
C9 3.43 -2.53 -2.61
N2 3.11 -1.32 -1.86
H17 3.14 0.79 -1.94
C10 2.76 -1.32 -0.56
O2 2.54 -0.30 0.10
H18 3.79 -3.30 -1.93
H19 2.70 -2.33 -0.12
H20 4.09 -0.07 -3.22
H21 4.20 -2.29 -3.35
O3 -0.49 -0.95 -3.28
C11 -1.35 -1.98 -3.03
C12 0.16 -3.09 -1.36
C13 -1.11 -2.64 -1.67
H22 0.97 -2.78 -2.03
C14 0.36 -3.94 -0.27
H23 -2.45 -1.72 -2.95
C15 -2.20 -2.94 -0.86
H24 1.34 -4.36 -0.05
C16 -0.74 -4.27 0.55
C17 -2.02 -3.77 0.24
H25 -3.18 -2.54 -1.12
H26 -0.60 -4.89 1.45
H27 -2.88 -4.04 0.86
Si1 -0.39 1.67 -3.35
Cl3 -0.05 0.52 -1.13
C18 1.32 2.26 -3.89
C19 -1.21 3.25 -2.71
C20 -1.47 0.87 -4.62
H28 1.95 1.47 -4.31
H29 1.86 2.77 -3.07
H30 1.14 3.01 -4.68
H31 -0.86 0.17 -5.20
H32 -1.89 1.62 -5.31
H33 -2.29 0.37 -4.10
H34 -2.16 3.07 -2.19
H35 -1.40 3.86 -3.61
H36 -0.56 3.85 -2.05
C21 -1.92 1.87 4.24
C22 -0.56 1.19 4.49
C23 -0.58 0.43 5.81
P1 0.00 0.21 3.02
C24 1.82 -0.26 3.18
C25 2.48 0.17 4.48
C26 2.14 -1.72 2.84
C27 -0.96 -1.37 2.93
C28 -0.76 -2.30 4.13
C29 -2.46 -1.13 2.64
H37 -2.76 1.19 4.46
H38 -2.01 2.23 3.20
H39 -2.00 2.74 4.91
H40 0.20 1.99 4.56
H41 -1.40 -0.30 5.86
H42 0.37 -0.09 6.04
H43 -0.74 1.16 6.62
H44 2.26 0.34 2.35
H45 2.24 -0.51 5.31
H46 3.57 0.13 4.34
H47 2.23 1.20 4.77
H48 1.52 -2.11 2.02
H49 3.18 -1.76 2.50
H50 2.04 -2.37 3.72
H51 -0.54 -1.86 2.04
H52 -1.52 -2.13 4.91
H53 -0.89 -3.34 3.78
H54 0.24 -2.23 4.58
H55 -2.61 -0.43 1.81
H56 -2.91 -2.09 2.37
H57 -2.99 -0.76 3.53

Computed properties:
Lowest unoccupied orbital energy ... 0.0000 hartree
HOMO ... -6.9 eV
ΔE to the lowest compared entry with this formula, charge and spin ... 342.2 kJ/mol
Gap between HOMO and LUMO ... 6.9 eV

Now the Löwdin charges, all in e:
1. C -0.049
2. C -0.230
3. H 0.073
4. H 0.070
5. H 0.085
6. C -0.116
7. C -0.119
8. H 0.096
9. H 0.076
10. H 0.073
11. H 0.063
12. Bi 0.984
13. Cl -0.069
14. Cl -0.209
15. H 0.097
16. H 0.094
17. C -0.024
18. C -0.037
19. N -0.175
20. H 0.081
21. C -0.350
22. O -0.223
23. H 0.098
24. H 0.112
25. H 0.083
26. H 0.086
27. H 0.061
28. H 0.084
29. C -0.047
30. C -0.045
31. N -0.167
32. H 0.081
33. C -0.336
34. O -0.123
35. H 0.093
36. H 0.121
37. H 0.096
38. H 0.089
39. O -0.386
40. C -0.469
41. C -0.075
42. C -0.209
43. H 0.083
44. C -0.092
45. H 0.129
46. C -0.034
47. H 0.096
48. C -0.107
49. C -0.106
50. H 0.115
51. H 0.096
52. H 0.100
53. Si 0.565
54. Cl 0.234
55. C -0.199
56. C -0.240
57. C -0.211
58. H 0.014
59. H -0.016
60. H 0.047
61. H 0.023
62. H 0.041
63. H 0.044
64. H 0.003
65. H 0.041
66. H -0.012
67. C -0.132
68. C -0.540
69. C -0.113
70. P 0.945
71. C -0.543
72. C -0.115
73. C -0.117
74. C -0.533
75. C -0.106
76. C -0.104
77. H 0.069
78. H -0.020
79. H 0.084
80. H 0.095
81. H 0.067
82. H 0.056
83. H 0.087
84. H 0.047
85. H 0.070
86. H 0.086
87. H 0.072
88. H 0.057
89. H 0.086
90. H 0.073
91. H 0.079
92. H 0.069
93. H 0.081
94. H 0.055
95. H 0.055
96. H 0.067
97. H 0.067